Molecular formula: C3H3Br2N
Method: DFT, ωB97M-V/def2-TZVPD

Its energy relative to the best compared isomer or geometry (same formula, charge and spin) is 2.0548 eV. The HOMO energy (spin up / spin down) is -9.294 / -9.295 eV. Its max |F| is 3.84 eV/Å.

Geometry (Å):
Br1 0.725 2.499 -0.312
Br2 1.053 -2.704 0.580
N1 0.514 -0.099 1.525
C1 0.423 -0.901 0.562
C2 -0.228 -0.276 -0.615
C3 -0.373 1.072 0.121
H1 -1.186 -0.722 -0.878
H2 -1.326 1.365 0.527
H3 0.398 -0.234 -1.509

Here are the Löwdin charges for atoms 1 to 4, given in e: Br 0.748; Br 0.668; N 0.121; C -0.943

Molecular formula: C33H40CsN3O13
Method: DFT, ωB97M-V/def2-TZVPD

The HOMO energy is -5.279 eV. Its max |F| is 10.06 eV/Å.

Geometry (Å):
Cs1 2.940 -1.509 -0.243
O1 -1.895 5.393 0.636
O2 5.826 -1.716 -5.552
O3 -3.541 -8.007 5.491
O4 -8.947 1.200 0.221
O5 2.203 -4.994 -0.111
O6 -2.093 -7.457 3.850
O7 3.752 -2.252 -5.753
O8 6.834 -6.342 -0.047
O9 -3.310 -9.319 3.672
O10 -8.194 0.465 -1.669
O11 -5.933 0.261 1.086
O12 -7.532 2.386 -0.914
O13 -0.735 1.075 0.569
N1 -8.233 1.349 -0.787
N2 1.892 -5.628 2.794
N3 4.913 -2.308 -6.093
C1 5.632 -4.470 -0.797
C2 -1.534 -8.209 2.758
C3 5.232 -5.504 1.444
C4 -4.229 1.637 0.277
C5 -3.754 -0.520 1.544
C6 6.582 -3.948 -1.609
C7 -1.501 7.821 0.567
C8 -2.702 -9.093 2.391
C9 -2.450 -0.304 1.409
C10 3.954 -5.117 1.473
C11 5.988 -5.540 0.181
C12 4.960 -2.451 -2.538
C13 1.155 -5.163 3.993
C14 -3.037 -8.238 4.447
C15 -3.567 11.689 -2.464
C16 -2.712 11.224 -1.476
C17 -1.036 -7.304 1.662
C18 -1.714 11.872 -3.983
C19 3.331 -4.750 0.175
C20 -1.357 11.083 -1.741
C21 4.320 -4.041 -0.821
C22 -2.920 1.846 0.147
C23 -0.604 5.024 1.074
C24 -0.465 4.957 2.581
C25 3.215 -5.015 2.781
C26 -3.068 12.016 -3.716
C27 -2.361 6.664 1.048
C28 -1.937 0.892 0.697
C29 3.936 -2.964 -1.755
C30 -0.859 11.403 -2.996
C31 6.256 -2.973 -2.455
C32 -4.750 0.438 0.985
C33 5.260 -3.167 -7.258
H1 -3.101 10.970 -0.499
H2 3.068 -3.952 2.977
H3 0.984 -4.096 3.948
H4 -3.427 -8.585 1.751
H5 -2.408 -10.034 1.933
H6 0.156 5.687 0.641
H7 -4.980 2.311 -0.122
H8 1.704 -5.398 4.906
H9 -2.476 6.695 2.138
H10 -1.381 7.784 -0.516
H11 5.713 -2.526 -8.008
H12 0.518 4.571 2.855
H13 4.756 -1.651 -3.229
H14 -0.709 -8.806 3.160
H15 -0.505 7.803 1.014
H16 -1.704 -0.985 1.804
H17 -3.735 12.383 -4.486
H18 -1.967 8.770 0.836
H19 5.739 -5.776 2.355
H20 -0.689 10.722 -0.969
H21 -4.624 11.797 -2.258
H22 2.057 -6.612 2.983
H23 -0.577 5.938 3.047
H24 7.594 -4.312 -1.586
H25 0.227 -5.718 4.049
H26 -1.817 -6.610 1.347
H27 5.966 -3.914 -6.911
H28 -1.231 4.306 3.005
H29 -4.154 -1.387 2.055
H30 3.877 -5.379 3.569
H31 0.197 11.288 -3.205
H32 7.017 -2.552 -3.086
H33 2.894 -2.544 -1.820
H34 -1.325 12.124 -4.961
H35 -0.707 -7.883 0.799
H36 -0.425 4.033 0.658
H37 -0.202 -6.700 2.013
H38 -3.361 6.757 0.628
H39 -2.518 2.713 -0.363
H40 4.351 -3.624 -7.628

Here are the Löwdin charges for atoms 1 to 4, given in e: Cs 1.521; O -0.163; O 0.051; O 0.180

Molecular formula: C30H64N12O8P
Method: DFT, ωB97M-V/def2-TZVPD

The charge is +1. The HOMO energy is -10.780 eV. Its max |F| is 2.09 eV/Å.

Geometry (Å):
P1 3.577 0.354 -1.359
O1 -1.953 2.888 1.229
O2 -6.697 -0.828 2.031
O3 -0.632 2.648 -8.621
O4 7.316 0.361 -1.635
O5 -1.865 7.508 2.109
O6 1.234 -2.058 2.419
O7 -4.406 -4.516 2.115
O8 -1.732 -2.549 5.837
N1 2.199 -3.636 3.691
N2 0.682 0.745 -1.247
N3 0.283 2.928 1.108
N4 -3.532 8.718 3.004
N5 -3.458 -3.268 4.575
N6 -0.717 -2.500 -2.296
N7 9.062 1.558 -2.387
N8 -4.715 -6.712 2.458
N9 0.447 2.354 -2.744
N10 -4.464 -1.009 2.223
N11 -0.319 3.717 -6.668
N12 1.744 1.959 -2.619
C1 -5.636 -0.320 2.335
C2 0.079 -3.588 -2.201
C3 -0.918 3.517 1.384
C4 -2.010 -0.830 -0.985
C5 -1.686 -2.035 3.499
C6 -6.549 -5.415 1.529
C7 5.153 -1.700 -2.584
C8 -1.131 1.419 -6.630
C9 1.923 1.007 -1.722
C10 1.667 -2.407 3.514
C11 3.552 -0.776 0.076
C12 -0.347 -1.747 -3.366
C13 1.640 -1.517 4.727
C14 -2.281 -2.636 4.750
C15 4.401 -0.374 -2.847
C16 0.711 -2.372 -3.933
C17 -0.678 2.630 -7.410
C18 -1.409 9.818 2.563
C19 -0.159 1.616 -1.894
C20 -5.140 -5.494 2.053
C21 0.372 -0.289 -0.237
C22 0.999 -3.539 -3.201
C23 -1.807 -2.303 -1.337
C24 2.882 -2.172 -0.133
C25 -5.524 1.093 2.854
C26 9.201 -0.867 -2.468
C27 8.436 0.387 -2.124
C28 -0.878 4.939 1.869
C29 -2.269 8.579 2.532
C30 -1.107 -0.363 0.157
H1 -1.459 0.567 0.612
H2 -3.572 -0.622 2.463
H3 0.978 -0.069 0.638
H4 10.179 -0.649 -2.893
H5 -0.045 -4.339 -1.440
H6 -0.531 9.623 3.176
H7 -5.288 -7.534 2.422
H8 2.067 -2.004 5.602
H9 2.230 -4.255 2.898
H10 -6.111 1.180 3.767
H11 3.711 -0.461 -3.691
H12 -1.642 -2.900 -0.444
H13 -3.893 -3.686 5.380
H14 -4.493 1.372 3.072
H15 -3.916 -3.338 3.681
H16 -1.933 -0.247 -1.901
H17 -3.044 -0.716 -0.652
H18 -2.731 -2.657 -1.803
H19 -5.920 1.776 2.105
H20 -3.896 9.583 3.358
H21 -0.709 -2.475 3.325
H22 9.980 1.615 -2.787
H23 5.961 -1.503 -1.884
H24 -0.477 0.581 -6.866
H25 -1.578 -0.958 3.636
H26 -2.151 1.172 -6.920
H27 -4.128 7.907 2.995
H28 -3.777 -6.787 2.813
H29 5.613 -2.000 -3.526
H30 8.627 -1.445 -3.191
H31 3.065 -0.261 0.904
H32 -1.338 4.993 2.852
H33 0.142 5.317 1.938
H34 -1.938 10.677 2.973
H35 3.581 -2.935 0.205
H36 -1.161 -1.127 0.936
H37 8.575 2.410 -2.165
H38 5.154 0.349 -3.154
H39 -1.093 10.054 1.548
H40 -4.511 -1.957 1.878
H41 0.608 -1.250 4.950
H42 0.261 1.979 0.789
H43 0.632 -1.251 -0.671
H44 2.560 -3.957 4.571
H45 2.212 -0.613 4.516
H46 -0.013 4.538 -7.163
H47 -0.344 3.738 -5.665
H48 -6.525 -5.054 0.502
H49 4.595 -0.938 0.345
H50 2.452 2.389 -3.195
H51 -2.307 -2.219 2.626
H52 -0.846 -0.841 -3.658
H53 -7.050 -6.382 1.549
H54 -1.105 1.594 -5.553
H55 1.997 -2.167 0.495
H56 1.764 -4.277 -3.363
H57 1.253 -2.030 -4.801
H58 2.556 -2.359 -1.156
H59 -1.210 1.640 -1.672
H60 -1.434 5.564 1.182
H61 9.337 -1.457 -1.563
H62 -7.115 -4.714 2.141
H63 1.170 3.386 1.213
H64 4.480 -2.494 -2.274

Here are the Löwdin charges for atoms 1 to 4, given in e: P 1.062; O 0.020; O 0.038; O 0.047